--- 1 ---
{"formula": "C2H8N3O2", "method": "ωB97M-V/def2-TZVPD", "spin_multiplicity": 1, "gap_ev": [7.93, 7.92], "homo_ha": [-0.4596, -0.4616], "lumo_energy_ev": [-4.580, -4.641], "total_charge": 1, "species": ["C", "C", "N", "N", "N", "O", "O", "H", "H", "H", "H", "H", "H", "H", "H"], "coordinates": [[-1.469, 1.589, 1.992], [1.786, 0.270, -1.491], [-0.751, 0.438, 0.213], [-0.312, -2.227, -0.568], [0.507, -1.260, -0.473], [-0.597, 0.593, 1.357], [0.912, -0.809, -1.625], [-0.714, 2.301, 2.171], [-1.796, 1.073, 2.883], [-2.301, 1.786, 1.275], [2.764, 0.071, -2.030], [1.910, 0.488, -0.403], [1.298, 1.087, -1.898], [-0.664, -2.639, -1.584], [-0.572, -2.761, 0.181]]}

---

--- 2 ---
{"formula": "C2H8N3O2", "method": "ωB97M-V/def2-TZVPD", "spin_multiplicity": 1, "gap_ev": [5.33, 10.41], "homo_ha": [-0.4637, -0.5303], "lumo_energy_ev": [-7.291, -4.021], "total_charge": 1, "species": ["C", "C", "N", "N", "N", "O", "O", "H", "H", "H", "H", "H", "H", "H", "H"], "coordinates": [[-0.071, 0.087, 0.460], [-1.450, -0.949, -1.146], [2.693, 1.402, 1.359], [-0.138, -0.459, -0.721], [-1.083, 0.720, 1.054], [2.508, 2.685, 1.255], [0.967, -1.062, -1.323], [-1.369, -2.014, -0.956], [-2.285, -0.662, -0.581], [-1.531, -0.608, -2.274], [1.736, 1.114, 1.760], [-0.811, 1.180, 1.895], [-2.016, 0.919, 0.762], [3.250, 3.206, 1.025], [0.609, -1.802, -1.812]]}

---

The least stable of them is 1.

---

--- 1 ---
{"formula": "C4H4Br2", "method": "ωB97M-V/def2-TZVPD", "spin_multiplicity": 1, "gap_ev": [8.52, 8.52], "homo_ha": [-0.3351, -0.3352], "lumo_energy_ev": [-0.600, -0.601], "total_charge": 0, "species": ["C", "C", "C", "C", "Br", "Br", "H", "H", "H", "H"], "coordinates": [[-0.869, -0.048, 0.854], [-1.088, -0.123, -0.457], [0.666, -0.165, 0.709], [0.405, -0.192, -0.826], [1.670, 1.530, 1.244], [1.145, -1.540, -1.855], [-1.638, 0.061, 1.765], [-1.934, 0.007, -1.059], [1.230, -1.121, 1.175], [0.413, 1.590, -1.549]]}

---

--- 2 ---
{"formula": "C4H4Br2", "method": "ωB97M-V/def2-TZVPD", "spin_multiplicity": 1, "gap_ev": [8.34, 7.61], "homo_ha": [-0.3285, -0.3281], "lumo_energy_ev": [-0.601, -1.321], "total_charge": 0, "species": ["C", "C", "C", "C", "Br", "Br", "H", "H", "H", "H"], "coordinates": [[0.273, 0.923, 1.339], [0.129, 0.127, 0.313], [-1.316, -0.305, -0.402], [1.257, -0.239, -0.703], [-1.967, -1.900, 0.147], [-2.566, 1.288, -0.202], [-0.202, 1.327, 2.228], [0.905, -0.073, -1.633], [1.199, -1.311, -0.669], [2.288, 0.164, -0.417]]}

---

The least stable of them is 2.

---

--- 1 ---
{"formula": "C3H4N2O", "method": "ωB97M-V/def2-TZVPD", "spin_multiplicity": 1, "smiles": "Nc1ccno1", "gap_ev": 9.53, "homo_ha": -0.3190, "lumo_energy_ev": 0.852, "total_charge": 0, "species": ["N", "C", "C", "C", "N", "O", "H", "H", "H", "H"], "coordinates": [[-1.359, 1.190, 0.364], [-0.290, 0.395, 0.034], [0.081, -0.875, 0.373], [1.345, -1.001, -0.258], [1.699, 0.069, -0.918], [0.644, 0.964, -0.732], [-1.529, 1.956, -0.273], [-2.196, 0.698, 0.637], [-0.449, -1.592, 0.980], [2.021, -1.847, -0.246]]}

---

--- 2 ---
{"formula": "C3H4N2O", "method": "ωB97M-V/def2-TZVPD", "spin_multiplicity": 1, "gap_ev": 8.74, "homo_ha": -0.3072, "lumo_energy_ev": 0.378, "total_charge": 0, "species": ["O", "C", "C", "N", "N", "C", "H", "H", "H", "H"], "coordinates": [[-1.031, -1.073, 0.379], [-0.517, -0.258, -0.975], [-0.635, 0.543, 0.246], [0.588, 0.827, 0.757], [1.581, 0.137, 0.058], [0.969, -0.478, -0.892], [-1.970, -1.172, 0.158], [-1.498, 1.104, 0.592], [0.803, 1.094, 1.705], [1.556, -1.049, -1.604]]}

---

--- 3 ---
{"formula": "C3H4N2O", "method": "ωB97M-V/def2-TZVPD", "spin_multiplicity": 1, "smiles": "Cc1cnon1", "gap_ev": 11.67, "homo_ha": -0.3947, "lumo_energy_ev": 0.932, "total_charge": 0, "species": ["C", "C", "C", "N", "O", "N", "H", "H", "H", "H"], "coordinates": [[-0.881, 1.081, 0.036], [0.037, 0.027, 0.206], [0.652, -0.966, -0.720], [1.218, -1.760, -0.026], [1.136, -1.486, 1.101], [0.431, -0.347, 1.399], [-1.990, 1.009, 0.287], [-1.021, 1.537, -1.049], [-0.484, 1.959, 0.669], [0.901, -1.055, -1.904]]}

---

--- 4 ---
{"formula": "C3H4N2O", "method": "ωB97M-V/def2-TZVPD", "spin_multiplicity": 1, "smiles": "Nc1cnoc1", "gap_ev": 9.53, "homo_ha": -0.3184, "lumo_energy_ev": 0.870, "total_charge": 0, "species": ["N", "C", "C", "N", "O", "C", "H", "H", "H", "H"], "coordinates": [[-0.449, -1.503, -0.384], [0.055, -0.281, 0.044], [1.328, 0.367, 0.079], [1.182, 1.664, -0.033], [-0.163, 1.923, -0.058], [-0.813, 0.761, 0.096], [-0.265, -2.381, 0.074], [-1.404, -1.282, -0.648], [2.322, -0.014, 0.282], [-1.793, 0.745, 0.546]]}

---

The least stable of them is 2.